1.
# C7H9NO3S

C7H9NO3S in the gas phase in a non-equilibrium geometry (ωB97M-V/def2-TZVPD, the Open Molecules 2025 dataset).

Cartesian coordinates (Å):
1 C -2.547544 -2.547078 0.516502
2 O -1.476773 -1.681230 0.087498
3 C -0.810003 -1.036899 1.085001
4 O -1.078890 -1.083330 2.237190
5 C 0.109957 -0.172230 0.426880
6 C 0.114768 0.406219 -1.019523
7 C -0.789383 0.275884 -2.183642
8 O 1.144982 1.277610 -1.047063
9 C 1.738336 1.290233 0.123381
10 C 2.716432 2.325447 0.398380
11 N 1.211763 0.452837 1.022463
12 S 1.688440 0.214394 2.528068
13 H -3.412797 -1.878865 0.425130
14 H -2.313718 -2.846089 1.635998
15 H -2.695798 -3.446952 -0.044938
16 H -1.438553 1.100841 -2.280774
17 H -0.108656 0.325704 -3.017671
18 H -1.256848 -0.710159 -2.061142
19 H 2.803902 2.978107 -0.549003
20 H 2.612935 2.826652 1.352996
21 H 3.787448 1.928904 0.364268

Forces on atoms 1 to 3 (eV/Å):
0.2368 1.0435 3.0352
0.0519 -1.4522 -0.2120
-1.2948 -0.1913 -1.1018

ΔE to the lowest compared entry with this formula, charge and spin = 58.6 kcal/mol
LUMO (spin up / spin down) = 0.22 / 0.22 eV
total energy = -950.702701 Eh
SMILES = COC(=O)c1c(C)oc(C)[n+]1[S-]

natural (NBO) atomic charge list, values in e, 4 entries: C -0.2801; O -0.5321; C 0.7417; O -0.5222

2.
# C7H9NOSi

C7H9NOSi in the gas phase in a non-equilibrium geometry (ωB97M-V/def2-TZVPD, the Open Molecules 2025 dataset).

Cartesian coordinates (Å):
1 C 1.953761 0.787715 -0.084286
2 C 0.819516 1.312944 -0.825136
3 C -1.524797 1.862805 0.186766
4 C 2.067645 -0.474577 0.385308
5 C -2.578053 0.897111 0.453624
6 C -0.433425 1.565376 -0.561473
7 C 1.244910 -1.674239 0.441102
8 N -0.187839 -1.555771 0.496106
9 O -2.765503 -0.214047 -0.070584
10 Si -1.422715 -1.282258 -0.555603
11 H 2.641686 1.635596 -0.158242
12 H 1.356774 1.606041 -1.825490
13 H -1.550103 2.727112 0.885544
14 H 2.961870 -0.670184 0.970001
15 H -3.199794 1.099240 1.362145
16 H 1.476249 -2.334481 -0.403078
17 H 1.493109 -2.198097 1.380534
18 H -1.302627 -0.884939 -2.026597
19 H -2.348961 -2.380901 -0.508751

Forces on atoms 1 to 3 (eV/Å):
-0.8273 -1.5500 0.8220
-0.1596 1.2444 -3.4080
-0.3037 -0.5696 0.1709

ΔE to the lowest compared entry with this formula, charge and spin = 99.4 kcal/mol
LUMO (spin up / spin down) = -1.55 / -1.55 eV
total energy = -691.425020 Eh

natural (NBO) atomic charge list, values in e, 4 entries: C -0.2782; C -0.2478; C -0.4522; C -0.1014

3.
# C7H9O2P2S2

A 2-piece molecular cluster, C7H9O2P2S2 overall in a non-equilibrium geometry (ωB97M-V/def2-TZVPD, the Open Molecules 2025 dataset).

Cartesian coordinates (Å):
1 C -2.377161 -0.217061 -2.227526
2 C -1.292840 -1.055660 -2.184367
3 C -3.063179 0.135723 -1.050688
4 C -0.838588 -1.528402 -0.977850
5 C -2.690021 -0.467350 0.185837
6 C -1.482958 -1.217314 0.189644
7 C 2.217735 0.450333 1.818723
8 O 2.657915 2.898706 0.618025
9 O 2.686794 0.817954 -0.766481
10 P -0.825458 0.018133 3.012264
11 P 3.138945 1.458362 0.633395
12 S 5.067234 0.973707 0.700239
13 S -0.800620 -1.557914 1.797320
14 H -2.605071 0.337659 -3.127469
15 H -0.650356 -1.122241 -3.078433
16 H -3.998364 0.642026 -1.152124
17 H 0.142869 -1.923148 -1.007010
18 H -3.087189 -0.299282 1.171043
19 H 2.787272 0.276420 2.713793
20 H 1.775214 -0.478129 1.581590
21 H 1.825927 1.024048 -1.101390
22 H 1.411900 0.833428 2.251465

Forces on atoms 1 to 3 (eV/Å):
-0.4654 1.0249 0.6900
0.4927 0.7536 -1.0959
0.0306 -2.2319 0.9644

ΔE to the lowest compared entry with this formula, charge and spin = 26.8 kcal/mol
LUMO (spin up / spin down) = 0.95 / 0.96 eV
total energy = -1901.761392 Eh
charge = -1

natural (NBO) atomic charge list, values in e, 4 entries: C -0.2094; C -0.2026; C -0.2060; C -0.2200

4.
# C7H9O3SSi

C7H9O3SSi as an isolated structure in a non-equilibrium geometry (ωB97M-V/def2-TZVPD, the Open Molecules 2025 dataset).

Cartesian coordinates (Å):
1 C 0.997918 -1.676356 0.223114
2 C -0.401962 -1.680466 0.040203
3 C 1.155501 0.637139 -0.461231
4 C 1.796644 -0.558701 -0.113518
5 C -0.177646 0.793443 -0.317600
6 C -0.917952 -0.497421 -0.259165
7 C 3.300423 -0.562947 -0.047842
8 O -3.401844 -0.723987 -1.367051
9 O -3.095849 -1.247374 0.978712
10 O -2.966254 1.125627 0.039426
11 Si -1.612710 2.125458 0.189472
12 S -2.705077 -0.418324 -0.137833
13 H 1.528710 -2.524288 0.681984
14 H -1.005022 -2.592670 0.220531
15 H 1.779422 1.522993 -0.726581
16 H 3.623876 -1.085514 0.914910
17 H 3.520891 -1.126011 -1.054249
18 H 3.624162 0.563492 -0.163148
19 H -0.883874 1.853177 1.659372
20 H -2.596193 3.118438 0.766064
21 H -1.563171 2.954291 -1.065561

Forces on atoms 1 to 3 (eV/Å):
1.3335 -0.0099 -0.0843
2.1377 -2.2350 0.7467
1.4070 1.0153 0.0189

ΔE to the lowest compared entry with this formula, charge and spin = 4.5 kcal/mol
LUMO = 3.21 eV
total energy = -1185.515804 Eh
charge = -1

natural (NBO) atomic charge list, values in e, 4 entries: C -0.2645; C -0.1808; C -0.2785; C -0.0042

5.
# C7H9OP

C7H9OP in the gas phase in a non-equilibrium geometry (ωB97M-V/def2-TZVPD, the Open Molecules 2025 dataset).

Cartesian coordinates (Å):
1 O 1.807303 -1.596681 -2.879192
2 P 0.494089 -1.272546 -2.168199
3 C 0.929677 -0.392578 -0.859568
4 C 0.230394 0.143052 0.231975
5 C 0.847369 1.150152 1.008772
6 C 0.060677 1.754403 2.030625
7 C -1.250001 1.349705 2.301229
8 C -1.772354 0.230146 1.590320
9 C -1.006049 -0.324890 0.565622
10 H 1.649720 -1.976165 -3.755768
11 H -0.060084 -2.624564 -1.890482
12 H -0.378759 -1.021738 -3.467370
13 H 2.008683 0.104345 -1.067857
14 H 1.839636 1.316460 0.934113
15 H 0.597833 2.449479 2.630357
16 H -1.782556 1.918310 3.030289
17 H -2.695176 -0.070496 1.811276
18 H -1.520403 -1.136394 -0.046141

Forces on atoms 1 to 3 (eV/Å):
2.8815 -0.8688 -2.0743
-3.5730 -1.5650 -0.1541
3.6571 1.1882 -1.4192

ΔE to the lowest compared entry with this formula, charge and spin = 56.6 kcal/mol
LUMO = 0.17 eV
total energy = -688.622042 Eh
SMILES = O[PH2]=Cc1ccccc1

natural (NBO) atomic charge list, values in e, 4 entries: O -0.9799; P 1.4701; C -0.9289; C -0.0482

6.
# C7H9OPS

C7H9OPS in the gas phase in a non-equilibrium geometry (ωB97M-V/def2-TZVPD, the Open Molecules 2025 dataset).

Cartesian coordinates (Å):
1 C 4.341589 0.947485 0.016949
2 C 3.193749 0.592485 0.112616
3 C 1.862734 0.027293 0.207314
4 C 0.753323 0.732022 0.416973
5 P -0.948456 -0.119855 0.449608
6 C -2.203735 -0.545786 1.507072
7 O -1.454339 0.727376 -0.841824
8 C -2.868855 0.675572 -0.951727
9 S -0.174815 -1.966228 -0.331932
10 C 1.558938 -1.336251 -0.510196
11 H 5.322071 1.189680 -0.274660
12 H 0.945363 1.761069 0.820289
13 H -2.630674 0.205482 2.159657
14 H -1.987757 -1.560420 1.859866
15 H -3.124177 1.631952 -0.858989
16 H -3.371878 -0.005390 -0.135976
17 H -3.328655 0.319063 -1.930519
18 H 1.750560 -1.239364 -1.536334
19 H 2.365017 -2.036176 -0.178191

Forces on atoms 1 to 3 (eV/Å):
-1.0946 -0.4508 -0.2936
-0.1385 -0.5940 0.3499
-1.3980 -0.8654 -2.3010

ΔE to the lowest compared entry with this formula, charge and spin = 98.0 kcal/mol
LUMO = 0.28 eV
total energy = -1086.748155 Eh
SMILES = C#CC1=C[P@@](=C)(OC)SC1

natural (NBO) atomic charge list, values in e, 4 entries: C -0.1747; C -0.0501; C -0.0703; C -0.4651

7.
# C80H100F10O10

A 15-piece molecular cluster, C80H100F10O10 overall in a non-equilibrium geometry (ωB97M-V/def2-TZVPD, the Open Molecules 2025 dataset).

Cartesian coordinates (Å):
1 F 5.917109 4.821039 -4.269470
2 C 5.566955 3.563811 -3.890270
3 C 4.308583 3.352917 -3.431633
4 C 3.923192 2.085193 -3.013950
5 C 4.862524 1.087040 -3.084893
6 C 6.131329 1.296903 -3.622969
7 C 6.493793 2.550581 -4.069146
8 H 3.576392 4.140860 -3.348014
9 H 2.917110 1.925251 -2.645050
10 H 4.493868 0.141112 -2.841999
11 H 6.749393 0.450503 -3.861677
12 H 7.519085 2.690734 -4.366106
13 F 4.441581 -3.998233 2.276640
14 C 4.292150 -3.698024 0.957942
15 C 3.210004 -2.917270 0.486552
16 C 3.251696 -2.458941 -0.824221
17 C 4.308980 -2.884254 -1.684568
18 C 5.286020 -3.689030 -1.132849
19 C 5.249392 -4.149635 0.154876
20 H 2.468969 -2.682356 1.252480
21 H 2.490761 -1.707023 -1.091614
22 H 4.340819 -2.611902 -2.737215
23 H 6.083479 -4.078421 -1.695511
24 H 6.105136 -4.676841 0.602655
25 F -0.746277 0.555470 -7.877628
26 C -0.129447 1.376564 -6.947009
27 C 1.217273 1.613163 -6.933998
28 C 1.760085 2.452439 -5.962680
29 C 0.916010 2.968690 -4.956018
30 C -0.428499 2.722724 -4.969783
31 C -0.995021 1.914032 -5.963304
32 H 1.763977 1.158889 -7.779522
33 H 2.829361 2.573289 -5.990336
34 H 1.354017 3.576169 -4.205391
35 H -1.041031 3.143735 -4.204752
36 H -2.048934 1.640521 -5.912604
37 F 0.617715 5.388113 -1.688196
38 C -0.703546 5.287647 -1.919519
39 C -1.276164 5.697417 -3.182442
40 C -2.662060 5.592792 -3.323614
41 C -3.378182 4.932220 -2.301702
42 C -2.805576 4.552213 -1.083520
43 C -1.438836 4.683500 -0.922051
44 H -0.578523 6.197474 -3.893050
45 H -3.144977 5.898754 -4.214832
46 H -4.431448 4.758831 -2.496733
47 H -3.368898 4.005177 -0.358156
48 H -1.046682 4.438597 0.079007
49 F -3.984153 -5.216131 -0.793353
50 C -2.804505 -4.860734 -1.382001
51 C -2.732856 -4.210096 -2.639855
52 C -1.510890 -3.952781 -3.194952
53 C -0.290790 -4.231174 -2.477870
54 C -0.398021 -4.792703 -1.238897
55 C -1.651637 -5.051270 -0.654060
56 H -3.672054 -4.012096 -3.164020
57 H -1.415502 -3.497123 -4.211806
58 H 0.656874 -3.943145 -2.947115
59 H 0.447069 -4.939695 -0.513340
60 H -1.742856 -5.561653 0.359777
61 F -4.142757 2.448563 1.824830
62 C -5.050783 1.682658 2.549086
63 C -5.783726 0.754117 1.781671
64 C -6.721220 0.008830 2.418429
65 C -6.809155 0.039153 3.862798
66 C -6.017599 0.980800 4.555840
67 C -5.108436 1.847517 3.897124
68 H -5.776617 0.689964 0.701040
69 H -7.272310 -0.702134 1.872304
70 H -7.449161 -0.585456 4.404669
71 H -5.850679 0.982020 5.639251
72 H -4.524478 2.614718 4.414147
73 F -4.335471 -2.580394 -5.408754
74 C -4.536816 -1.296972 -4.916031
75 C -3.565710 -0.564335 -4.189155
76 C -3.970476 0.645633 -3.721251
77 C -5.278029 1.153949 -3.897322
78 C -6.157272 0.402693 -4.690930
79 C -5.830213 -0.867869 -5.152324
80 H -2.616435 -1.010040 -4.156597
81 H -3.273025 1.274690 -3.160724
82 H -5.610452 2.113056 -3.504652
83 H -7.053915 0.926353 -4.916625
84 H -6.561634 -1.445701 -5.694284
85 F -2.388972 -5.399297 2.717792
86 C -2.688803 -4.226915 3.314549
87 C -2.469211 -4.073497 4.689840
88 C -2.762746 -2.886896 5.247595
89 C -3.468641 -1.899876 4.579087
90 C -3.784453 -2.133480 3.271641
91 C -3.342625 -3.265040 2.601764
92 H -2.097596 -4.961922 5.276965
93 H -2.547799 -2.825966 6.312063
94 H -3.747981 -0.940193 5.041544
95 H -4.315515 -1.274584 2.780058
96 H -3.530223 -3.397432 1.574318
97 F 2.369400 1.636875 -0.173575
98 C 1.144115 1.042408 -0.208460
99 C 0.149800 1.668310 -0.966532
100 C -1.086583 1.031469 -1.085105
101 C -1.259058 -0.259077 -0.595384
102 C -0.257054 -0.842536 0.167460
103 C 0.961310 -0.173501 0.437681
104 H 0.325992 2.673249 -1.353808
105 H -1.885120 1.414932 -1.768896
106 H -2.192723 -0.728324 -0.753319
107 H -0.460720 -1.823443 0.529959
108 H 1.768638 -0.599031 1.086137
109 F -4.124191 -2.136629 -0.618654
110 C -5.459760 -2.166564 -0.799706
111 C -6.111806 -1.212553 -1.502051
112 C -7.505211 -1.265017 -1.717324
113 C -8.200176 -2.213790 -1.034917
114 C -7.599905 -3.145016 -0.248838
115 C -6.189609 -3.135545 -0.085816
116 H -5.577831 -0.449892 -2.074774
117 H -8.050675 -0.605041 -2.389574
118 H -9.308753 -2.314789 -1.096035
119 H -8.156807 -3.925923 0.278768
120 H -5.616761 -3.845046 0.457104
121 C -1.184574 0.504961 5.803676
122 O -1.387859 1.503236 4.847266
123 C -0.996269 1.256860 3.516391
124 C -1.066569 2.578478 2.754624
125 O -0.108528 3.547771 3.174629
126 C 1.048451 3.495908 2.348125
127 H -1.542981 0.937389 6.741272
128 H -0.149365 0.175648 5.846581
129 H -1.800252 -0.356350 5.508826
130 H -1.706117 0.590877 2.996568
131 H 0.023231 1.017257 3.425326
132 H -2.034654 2.972440 2.965559
133 H -0.992355 2.299067 1.720933
134 H 1.590593 2.573495 2.336696
135 H 1.785981 4.261936 2.819122
136 H 0.639563 3.743315 1.405629
137 C 0.635245 -0.864087 -3.540824
138 O 0.499366 -1.990241 -4.383641
139 C 0.976874 -1.860213 -5.684102
140 C 0.608939 -3.145969 -6.410791
141 O 1.484504 -3.347736 -7.466848
142 C 1.334250 -4.568699 -8.175189
143 H 1.693249 -0.520702 -3.617184
144 H 0.363327 -1.123583 -2.514215
145 H 0.036927 -0.054183 -3.895698
146 H 2.054486 -1.879492 -5.669248
147 H 0.562549 -0.955763 -6.184171
148 H -0.409104 -3.118837 -6.811148
149 H 0.648760 -4.001841 -5.691136
150 H 0.405429 -4.605409 -8.765219
151 H 1.266110 -5.425251 -7.509544
152 H 2.207770 -4.580471 -8.764675
153 C 5.829613 3.665582 0.694328
154 O 6.369013 2.414314 0.484641
155 C 5.409356 1.323580 0.546008
156 C 6.224791 0.073003 0.376371
157 O 7.068792 -0.096834 1.586187
158 C 8.156830 -0.988189 1.309589
159 H 5.513615 3.763402 1.801307
160 H 4.961701 4.004133 0.075695
161 H 6.656940 4.381915 0.500508
162 H 4.632820 1.383094 -0.254609
163 H 4.861748 1.475333 1.523565
164 H 6.816414 0.326305 -0.498708
165 H 5.575008 -0.782069 0.104160
166 H 8.573995 -0.674865 0.335438
167 H 7.887335 -2.023399 1.176247
168 H 8.864457 -0.940583 2.142288
169 C 1.896837 5.649171 8.712291
170 O 0.840194 4.788830 8.488633
171 C 0.413831 4.693986 7.090332
172 C 0.855647 3.347251 6.481042
173 O 2.201670 3.378199 5.984080
174 C 2.910013 2.189558 5.543387
175 H 2.113306 5.648958 9.795098
176 H 1.671598 6.684188 8.350048
177 H 2.874900 5.331601 8.222445
178 H 0.776402 5.589776 6.548899
179 H -0.657411 4.728469 7.169962
180 H 0.115297 3.072986 5.739099
181 H 0.744870 2.593996 7.241958
182 H 2.301832 1.685436 4.764411
183 H 2.947938 1.553316 6.442359
184 H 3.865739 2.596155 5.279769
185 C 4.690785 -1.416928 3.857312
186 O 3.311105 -1.390633 3.425344
187 C 2.412117 -2.059498 4.387295
188 C 0.923855 -2.227636 4.004306
189 O 0.702275 -3.222103 3.065708
190 C 1.030283 -4.539334 3.326148
191 H 5.330933 -1.211922 2.998707
192 H 4.914319 -2.392329 4.261387
193 H 4.816519 -0.620988 4.650839
194 H 2.483391 -1.510862 5.353858
195 H 2.827648 -3.064383 4.558127
196 H 0.594412 -1.265573 3.547387
197 H 0.410161 -2.403839 4.919333
198 H 2.109775 -4.779055 3.252770
199 H 0.571245 -5.145967 2.515396
200 H 0.750162 -4.911477 4.332926

Forces on atoms 1 to 3 (eV/Å):
-0.0757 -0.1942 0.1196
1.0948 0.7112 -0.8740
-1.4099 0.0166 0.6584

LUMO = 0.46 eV
total energy = -4859.076273 Eh

Löwdin atomic charge list, values in e, 4 entries: F 0.0493; C -0.2736; C -0.0281; C -0.0839